Record 1
20
Properties=species:S:1:pos:R:3 method="wB97M-V/def2-TZVPD" de_lowest_ev=4.462 total_energy_ev=-9392.388 homo_energy_ev="-7.43 / -7.42" molar_mass_g_mol=112.2 largest_force_ev_per_a=2.45 orbital_gap_ev="7.6 / 7.6" charge=0
C -0.878 -0.011 -0.793
C -0.894 0.234 0.686
C -0.971 1.646 1.253
N -0.616 1.013 -1.661
C 0.416 -0.497 1.012
C 0.606 -1.282 -0.688
C 1.815 -1.152 -1.259
N 0.377 -1.423 1.972
H -1.596 -0.729 -1.180
H -1.711 -0.357 1.108
H -0.359 1.908 -1.269
H -0.574 0.778 -2.644
H 1.282 -1.896 2.018
H 1.252 0.228 0.950
H 0.086 -2.225 -0.857
H -0.948 1.601 2.344
H -0.125 2.261 0.933
H -1.884 2.161 0.947
H 2.461 -0.314 -1.019
H 2.260 -1.945 -1.853

=====

Record 2
52
Properties=species:S:1:pos:R:3 method="wB97M-V/def2-TZVPD" de_lowest_ev=0.980 total_energy_ev=-320196.173 homo_energy_ev=-4.06 molar_mass_g_mol=907.1 largest_force_ev_per_a=3.16 orbital_gap_ev=6.0 charge=-1
Pt 0.479 -0.233 0.308
Br 6.055 -3.700 2.792
C 4.927 -2.605 1.736
C 5.418 -1.962 0.609
Br 7.234 -2.152 0.112
C 4.558 -1.167 -0.157
Br 5.153 -0.266 -1.712
C 3.210 -1.009 0.163
O 2.392 -0.306 -0.577
C 2.713 -1.641 1.343
O 1.459 -1.476 1.677
C 3.586 -2.433 2.089
Br 2.835 -3.268 3.615
O -0.510 3.909 -0.303
C -0.275 2.705 -0.198
O -0.255 1.994 0.845
C -0.027 1.926 -1.500
C 0.347 2.561 -2.690
C 0.545 1.817 -3.818
C 0.318 0.424 -3.790
C 0.491 -0.420 -4.908
C 0.242 -1.761 -4.813
C -0.208 -2.320 -3.602
C -0.377 -1.531 -2.496
C -0.095 -0.152 -2.566
N -0.234 0.616 -1.441
H 0.485 3.633 -2.671
H 0.868 2.282 -4.742
H 0.843 0.008 -5.839
H 0.394 -2.401 -5.673
H -0.418 -3.380 -3.546
H -0.709 -1.933 -1.548
C -1.832 1.593 3.599
N -1.790 0.300 2.936
C -0.701 -0.565 3.375
C -2.227 0.155 1.659
O -1.697 -0.643 0.865
N -3.305 0.911 1.282
C -3.606 1.004 -0.133
C -4.402 1.192 2.185
H -0.812 1.932 3.789
H -2.360 1.527 4.554
H -2.306 2.334 2.963
H -0.776 -0.710 4.454
H 0.272 -0.128 3.138
H -0.765 -1.529 2.880
H -2.704 0.804 -0.700
H -3.955 2.012 -0.362
H -4.374 0.282 -0.433
H -4.283 0.629 3.110
H -5.339 0.885 1.714
H -4.480 2.256 2.428

=====

Record 3
21
Properties=species:S:1:pos:R:3 method="wB97M-V/def2-TZVPD" smiles="N=C(N)N.CC(C)O" de_lowest_ev=1.001 total_energy_ev=-10876.676 homo_energy_ev=-9.16 molar_mass_g_mol=119.2 largest_force_ev_per_a=2.08 orbital_gap_ev=9.8 charge=0
C -1.706 -1.810 0.475
C -1.437 -0.561 1.311
C -2.615 -0.304 2.227
O -1.229 0.583 0.512
H -0.798 -2.200 0.007
H -2.462 -1.579 -0.277
H -2.097 -2.619 1.096
H -0.529 -0.704 1.917
H -2.795 -0.994 3.043
H -3.523 -0.129 1.635
H -2.507 0.713 2.636
H -0.570 0.378 -0.171
N 2.480 1.579 -0.613
C 1.750 0.563 -1.215
N 2.433 -0.602 -1.391
N 0.550 0.730 -1.665
H 1.885 2.245 -0.159
H 3.322 1.279 -0.158
H 3.029 -0.956 -0.662
H 1.961 -1.356 -1.858
H 0.483 1.671 -2.046